# C41H41Ti

A structure of composition C41H41Ti (ωB97M-V/def2-TZVPD, the OMol25 dataset).

The geometry in XYZ format:
```
83
Properties=species:S:1:pos:R:3
H -2.47 -1.59 -2.59
C 3.80 3.74 0.77
C 2.67 5.25 -0.76
C 3.75 4.96 0.09
C 1.06 1.67 3.29
C 2.88 -1.31 -3.20
C -1.98 -1.75 2.29
H 0.89 1.17 0.19
H -0.74 -0.52 -1.64
C 2.19 -2.39 2.75
C 4.12 -0.71 -2.94
C -5.75 -0.76 -3.19
H -4.69 -2.64 -3.14
C 1.72 3.06 -0.29
H 1.70 -0.81 5.50
H 4.51 5.72 0.29
H 5.89 -0.97 -4.16
H 4.58 3.53 1.51
C 1.27 -2.69 1.69
C 4.14 0.58 -2.43
C 1.47 -1.73 0.65
H 3.01 2.39 -2.14
H -7.57 -1.01 -4.33
C 2.81 2.79 0.56
C 1.68 -0.65 -2.89
H 0.98 -1.72 -0.32
H 5.39 -2.42 -3.30
C -3.26 0.43 -2.52
C 1.27 -0.09 4.80
C -4.02 -3.09 2.30
H -0.29 2.42 -0.15
C 2.96 1.30 -2.28
C 2.52 -0.85 1.05
H -5.02 -3.28 1.92
C -2.18 -3.67 3.77
C -2.03 1.11 -2.15
H 0.74 4.56 -1.50
C -3.46 -3.94 3.27
C -4.41 1.22 -2.79
H -1.18 1.77 3.42
H 2.61 6.23 -1.26
C 1.64 4.32 -0.92
H 2.99 -0.10 0.41
H -4.33 2.31 -2.73
H -1.73 -4.32 4.52
C 1.72 0.64 -2.34
H -6.51 1.25 -3.31
C 0.66 2.00 -0.51
C -1.47 -2.57 3.32
C -7.10 -1.38 -3.41
C -0.83 0.54 -1.89
H 6.14 -1.09 -2.42
Ti 0.78 -0.65 2.71
H -3.70 -1.36 1.04
H 3.85 -0.86 2.86
H 5.09 1.06 -2.19
H -0.48 -2.35 3.78
C -3.36 -0.97 -2.70
C -0.13 0.20 4.65
C 0.47 1.37 -1.87
H 1.29 2.53 2.67
C -4.59 -1.55 -3.03
H 2.84 -2.31 -3.63
H -7.05 -2.47 -3.48
H 3.09 0.96 3.94
H -0.94 -0.28 5.19
C -1.21 -0.62 1.69
H 0.30 2.19 -2.59
H -2.09 2.21 -2.11
C 2.00 0.83 3.97
H -1.73 0.34 1.82
H -4.02 -4.81 3.63
C -0.25 1.29 3.72
C -3.28 -2.02 1.81
C -5.63 0.63 -3.13
H -7.81 -1.13 -2.59
H 0.71 -1.09 -3.14
C 2.98 -1.26 2.34
H 2.34 -2.98 3.66
H 0.61 -3.55 1.65
C 5.44 -1.34 -3.23
H 2.85 1.82 1.08
H -1.10 -0.74 0.60
```

Calculated values
Net charge = -1
HOMO = -1.65 eV
Spin multiplicity = 1
Relative energy (zero: lowest compared OMol25 entry of this formula, charge and spin) = 0.2 kcal per mole
Maximum force = 2.0 eV Å⁻¹
Frontier orbital gap = 4.167 eV

# BrNO3

A cluster of 2 separate species, BrNO3 in total (ωB97M-V/def2-TZVPD, the OMol25 dataset).

The geometry in XYZ format:
```
5
Properties=species:S:1:pos:R:3
N 0.98 -1.16 0.21
O -0.76 1.08 -0.10
O 1.16 -0.14 -0.22
Br -0.35 0.93 -2.11
O -1.46 0.19 0.49
```

Calculated values
Net charge = 0
HOMO (alpha / beta) = -8.98 / -8.99 eV
Spin multiplicity = 1
Relative energy (zero: lowest compared OMol25 entry of this formula, charge and spin) = 68.6 kcal per mole
Maximum force = 3.9 eV Å⁻¹
Frontier orbital gap (alpha / beta) = 6.579 / 6.567 eV

# C3H11N3

The ion C3H11N3 with charge +2 (ωB97M-V/def2-TZVPD, the OMol25 dataset).

The geometry in XYZ format:
```
17
Properties=species:S:1:pos:R:3
N 0.29 -0.56 -0.97
H 1.40 2.10 0.13
C -0.93 -0.87 -1.80
H 1.60 0.76 1.37
H 1.03 -0.25 -1.71
N -0.81 0.03 0.99
H -1.39 0.04 -1.87
H -1.50 0.10 2.91
H 0.02 1.10 2.57
H 2.36 0.59 -0.18
H -1.56 -1.53 -1.32
C -0.75 0.47 2.20
H -1.63 -0.60 0.80
H 0.62 -1.58 -0.70
N 0.16 0.44 0.02
C 1.47 1.04 0.30
H -0.39 -1.26 -2.75
```

Calculated values
Net charge = +2
HOMO = -20.00 eV
SMILES = C=[NH+]N(C)[NH2+]C
Spin multiplicity = 1
Relative energy (zero: lowest compared OMol25 entry of this formula, charge and spin) = 81.0 kcal per mole
Maximum force = 4.0 eV Å⁻¹
Frontier orbital gap = 10.395 eV

# C5H8N2

An isolated molecule of C5H8N2 (ωB97M-V/def2-TZVPD, the OMol25 dataset).

The geometry in XYZ format:
```
15
Properties=species:S:1:pos:R:3
H -1.85 -1.16 0.46
C 0.88 -0.45 -0.09
H -1.45 1.71 -0.47
H 2.36 0.90 -0.39
N 0.69 0.30 2.35
C -0.08 0.04 -1.02
H -2.07 0.34 -1.38
H 0.83 -1.52 0.13
N 2.20 -0.09 -0.47
H 2.92 -0.58 0.05
C -1.45 -0.16 0.64
C -1.36 0.63 -0.60
C 0.24 -0.02 1.29
H 0.10 -0.19 -2.03
H -1.95 0.24 1.51
```

Calculated values
Net charge = 0
HOMO (alpha / beta) = -8.01 / -8.24 eV
Spin multiplicity = 1
Relative energy (zero: lowest compared OMol25 entry of this formula, charge and spin) = 107.8 kcal per mole
Maximum force = 2.7 eV Å⁻¹
Frontier orbital gap (alpha / beta) = 7.343 / 8.257 eV